Entry 1:
Formula: C32H24N9SSc
Source: OMol25
Level of theory: wB97M-V/def2-TZVPD

XYZ file:
```
67
C32H24N9SSc, DFT wB97M-V/def2-TZVPD
Sc -0.52 0.08 0.37
C 2.55 -3.12 -4.73
C 2.15 -2.14 -3.68
C 3.09 -1.56 -2.83
C 2.69 -0.68 -1.84
C 1.35 -0.30 -1.68
N 1.02 0.68 -0.72
C 1.59 1.92 -0.91
C 2.31 2.23 -2.09
C 3.04 3.39 -2.22
C 3.08 4.33 -1.20
C 3.93 5.55 -1.32
C 2.27 4.12 -0.09
C 1.52 2.95 0.07
N 0.64 2.87 1.18
C 0.66 3.65 2.28
C -0.47 3.37 3.02
C -1.15 2.41 2.29
N -0.47 2.09 1.17
C 0.40 -0.86 -2.57
C 0.81 -1.80 -3.51
N -0.95 -0.45 -2.57
C -1.82 -0.53 -3.60
C -3.04 -0.06 -3.16
C -2.83 0.30 -1.83
N -1.56 0.07 -1.48
H 3.61 -3.03 -4.96
H 1.97 -2.97 -5.64
H 2.36 -4.13 -4.38
H 4.13 -1.79 -2.94
H 3.43 -0.22 -1.20
H 2.29 1.53 -2.91
H 3.59 3.57 -3.13
H 4.66 5.43 -2.12
H 4.47 5.75 -0.39
H 3.33 6.43 -1.54
H 2.22 4.90 0.65
H 1.46 4.32 2.50
H -0.78 3.82 3.94
H -2.10 1.94 2.51
H 0.08 -2.27 -4.15
H -1.53 -0.87 -4.57
H -3.95 0.01 -3.72
H -3.52 0.73 -1.13
S -4.38 -3.99 5.56
N -4.37 -4.08 3.95
C -3.41 -3.30 3.48
C -3.05 -3.12 2.11
C -3.62 -3.87 1.07
C -3.14 -3.69 -0.21
C -2.13 -2.75 -0.42
N -1.62 -1.97 0.53
C -2.04 -2.17 1.80
C -1.35 -1.46 2.86
N -0.37 -0.60 2.49
C 0.37 -0.04 3.45
C 0.16 -0.26 4.81
C -0.85 -1.11 5.20
C -1.63 -1.73 4.22
C -2.70 -2.63 4.51
N -3.17 -2.94 5.71
H -4.40 -4.57 1.30
H -3.51 -4.27 -1.04
H -1.72 -2.64 -1.42
H 1.18 0.60 3.11
H 0.78 0.23 5.53
H -1.05 -1.33 6.24
```

Computed properties:
Orbital gap: 0.228 hartree
Total charge: +2



Entry 2:
Formula: C17H14Cl2FeN4O2S2
Source: OMol25
Level of theory: wB97M-V/def2-TZVPD

XYZ file:
```
42
C17H14Cl2FeN4O2S2, DFT wB97M-V/def2-TZVPD
Fe -0.38 0.02 1.24
Cl 1.89 -0.18 0.23
C 2.24 1.45 -0.30
C 3.50 1.70 -0.82
C 3.80 2.98 -1.26
C 2.84 3.97 -1.18
C 1.58 3.69 -0.65
Cl 0.42 4.96 -0.59
C 1.24 2.41 -0.18
S -0.37 2.13 0.43
H 4.24 0.91 -0.89
H 4.77 3.20 -1.66
H 3.05 4.97 -1.52
O -3.43 -1.53 2.76
C -2.68 -0.98 2.00
O -1.83 -0.03 2.33
C -2.61 -1.29 0.52
C -3.63 -1.99 -0.12
C -3.59 -2.09 -1.48
C -2.53 -1.49 -2.19
C -2.48 -1.54 -3.61
C -1.45 -0.95 -4.28
C -0.42 -0.31 -3.56
C -0.43 -0.26 -2.20
C -1.51 -0.83 -1.48
N -1.57 -0.76 -0.11
H -4.42 -2.41 0.48
H -4.36 -2.62 -2.03
H -3.27 -2.04 -4.14
H -1.42 -0.98 -5.36
H 0.40 0.14 -4.10
H 0.36 0.23 -1.67
N 0.71 0.58 2.96
N 1.41 -0.46 3.61
C 1.13 -1.73 3.29
N 1.68 -2.67 4.07
S 0.20 -2.16 1.94
H 1.33 1.37 2.80
H -0.07 0.87 3.54
H 1.92 -0.22 4.45
H 2.23 -2.46 4.88
H 1.51 -3.63 3.84
```

Computed properties:
Multiplicity: 2
Energy above the lowest of the compared OMol25 structures with the same formula, charge and spin: 0.0 kJ/mol
Orbital gap (alpha / beta): 0.259 / 0.264 hartree
<S²>: 0.786
Total charge: +1



Entry 3:
Formula: C2H4N2O2
Source: OMol25
Level of theory: wB97M-V/def2-TZVPD

XYZ file:
```
10
C2H4N2O2, DFT wB97M-V/def2-TZVPD
C 1.13 1.27 -0.38
N 0.31 0.56 0.31
O 0.06 0.73 1.49
C -0.30 -0.64 -0.31
N -1.14 -1.37 0.35
O 0.06 -0.82 -1.71
H 1.66 1.96 0.25
H 1.21 1.04 -1.45
H -1.51 -1.05 1.34
H -1.79 -1.99 -0.21
```

Computed properties:
Energy above the lowest of the compared OMol25 structures with the same formula, charge and spin: 480.5 kJ/mol
Orbital gap: 0.329 hartree



Entry 4:
Formula: C2H5N3O2S
Source: OMol25
Level of theory: wB97M-V/def2-TZVPD

XYZ file:
```
13
C2H5N3O2S, DFT wB97M-V/def2-TZVPD
N 1.49 -1.15 -0.16
N 0.10 -0.92 -0.43
C -0.38 0.23 -0.05
N -1.65 0.48 -0.40
O -2.41 -0.57 -0.87
C 0.34 1.34 0.69
O 1.63 1.21 0.80
S -0.48 2.63 1.31
H 1.87 -1.46 -1.02
H 1.54 -1.93 0.48
H -2.16 1.13 0.17
H -1.73 -1.32 -0.94
H 1.85 0.32 0.42
```

Computed properties:
Energy above the lowest of the compared OMol25 structures with the same formula, charge and spin: 296.8 kJ/mol
Orbital gap: 0.319 hartree



Entry 5:
Formula: C12H38O10Ti3
Source: OMol25
Level of theory: wB97M-V/def2-TZVPD

XYZ file:
```
63
C12H38O10Ti3, DFT wB97M-V/def2-TZVPD
Ti 0.72 -3.35 -1.66
Ti -1.86 -0.90 -3.54
Ti 1.58 -1.08 -3.99
O -0.39 -0.69 -5.23
H -0.19 0.21 -4.93
C 0.29 0.09 -0.01
C 0.87 -0.31 -1.34
O 0.47 0.28 -2.38
O 1.64 -1.26 -1.45
H 0.23 1.17 0.12
H 0.79 -0.17 0.93
H -0.75 -0.22 0.10
C -2.39 0.25 3.12
O -2.86 -0.97 3.65
H -1.67 0.85 3.67
H -1.96 0.17 2.12
H -3.16 0.99 2.89
H -2.03 -1.42 3.79
C -4.17 -0.40 -0.82
O -3.03 -0.15 -1.65
H -3.88 -0.34 0.23
H -4.89 0.39 -1.05
H -4.53 -1.36 -1.17
H -2.82 0.76 -1.46
C -2.21 -3.12 0.64
O -0.90 -3.45 0.62
H -2.24 -2.03 0.59
H -2.93 -3.45 -0.12
H -2.68 -3.47 1.55
H -0.81 -4.17 -0.02
C -1.82 2.92 -0.63
O -2.93 2.27 -0.05
H -0.91 3.02 -0.04
H -1.52 2.19 -1.38
H -2.08 3.86 -1.12
H -3.34 2.83 0.61
C 1.02 4.74 -2.59
C 1.67 3.67 -1.72
O 2.38 2.62 -2.42
H 0.06 4.46 -3.02
H 1.69 5.00 -3.42
H 0.73 5.64 -2.06
H 0.97 3.23 -1.01
H 2.45 4.26 -1.24
H 1.86 1.85 -2.66
C 4.67 -0.22 -0.41
C 4.02 0.60 0.67
O 3.96 2.01 0.26
H 4.40 -1.27 -0.27
H 5.76 -0.18 -0.37
H 4.30 0.03 -1.40
H 4.70 0.56 1.52
H 2.99 0.37 0.94
H 3.43 1.97 -0.54
C 1.33 -3.97 3.50
C 0.79 -2.65 3.08
O -0.52 -2.58 3.31
H 2.40 -4.09 3.32
H 0.65 -4.71 3.09
H 1.22 -4.00 4.58
H 1.02 -2.42 2.04
H 1.41 -1.96 3.66
H -1.01 -2.90 2.56
```

Computed properties:
Multiplicity: 10
Orbital gap (alpha / beta): 0.186 / 0.288 hartree
<S²>: 24.754
Total charge: +1



Entry 6:
Formula: C26H22F3NO4S
Source: OMol25
Level of theory: wB97M-V/def2-TZVPD

XYZ file:
```
57
C26H22F3NO4S, DFT wB97M-V/def2-TZVPD
C 5.23 -4.61 -2.48
O 5.73 -3.29 -2.19
C 5.10 -2.55 -1.24
C 5.72 -1.33 -0.87
C 5.23 -0.60 0.18
C 4.06 -0.98 0.89
C 3.51 -0.18 1.95
C 2.14 -0.20 2.22
C 1.51 0.48 3.27
C 0.23 0.11 3.78
C -0.49 0.99 4.63
C -1.69 0.62 5.18
C -2.25 -0.66 4.92
O -3.42 -0.95 5.54
C -4.02 -2.26 5.36
C -1.57 -1.53 4.03
C -0.36 -1.15 3.48
C 3.43 -2.18 0.48
C 3.92 -2.95 -0.56
H 5.94 -5.00 -3.20
H 5.21 -5.25 -1.58
H 4.22 -4.58 -2.92
H 6.60 -1.00 -1.43
H 5.75 0.30 0.47
H 4.15 0.50 2.51
H 1.50 -0.75 1.52
H 2.01 1.37 3.68
H -0.07 1.97 4.85
H -2.25 1.28 5.85
H -4.90 -2.22 6.00
H -4.32 -2.41 4.32
H -3.35 -3.06 5.68
H -2.00 -2.51 3.79
H 0.17 -1.85 2.84
H 2.54 -2.52 1.01
H 3.40 -3.86 -0.87
F 9.21 0.09 1.91
C 8.55 -0.15 3.06
F 7.91 -1.34 2.96
F 9.43 -0.21 4.09
S 7.32 1.23 3.31
C 6.45 0.65 4.67
C 5.76 1.52 5.52
C 5.47 1.11 6.86
C 4.67 1.89 7.68
C 4.14 3.10 7.21
C 3.23 3.83 8.04
N 2.50 4.44 8.73
C 4.49 3.56 5.93
C 5.30 2.80 5.10
O 8.11 2.40 3.58
O 6.46 1.23 2.14
H 6.74 -0.35 5.00
H 5.91 0.17 7.20
H 4.44 1.57 8.71
H 4.11 4.52 5.58
H 5.55 3.19 4.12
```

Computed properties:
Orbital gap: 0.112 hartree